Density functional theory data (wB97M-V/def2-TZVPD) for a cluster of 2 separate species, C4H14NOS in total at a distorted geometry.

Summary:
relative energy (zero: lowest compared OMol25 entry of this formula, charge and spin) = 2.228 eV
gap between HOMO and LUMO = 0.336 Ha
E_HOMO = -12.6 eV
calculated total energy = -18739.960 eV
maximum force = 5.50 eV Å⁻¹

```
! wB97M-V def2-TZVPD RIJCOSX def2/J DEFGRID3
* xyz 1 1
C -0.827 -1.026 -0.878
C 0.562 -1.012 -1.559
C 1.568 0.168 -1.087
S 1.492 0.926 0.556
C 1.526 -0.450 1.855
N -1.270 0.358 -0.528
H -0.812 -1.481 0.111
H -1.638 -1.563 -1.390
H 1.160 -1.893 -1.485
H 0.313 -0.817 -2.598
H 2.604 -0.341 -1.156
H 1.415 1.069 -1.741
H 2.354 -0.384 2.584
H 0.567 -0.518 2.397
H 1.776 -1.420 1.380
H -1.609 0.985 -1.330
H -0.389 0.933 -0.135
H -2.164 0.249 0.156
H -3.315 0.527 1.705
H -4.514 0.246 0.287
O -3.463 0.127 0.754
*
```

---

Density functional theory data (wB97M-V/def2-TZVPD) for a structure of composition C6H12O.

Summary:
relative energy (zero: lowest compared OMol25 entry of this formula, charge and spin) = 4.086 eV
gap between HOMO and LUMO = 0.332 Ha
E_HOMO = -8.1 eV
calculated total energy = -8460.268 eV
maximum force = 0.30 eV Å⁻¹

```
! wB97M-V def2-TZVPD RIJCOSX def2/J DEFGRID3
* xyz 0 1
C -1.833 0.619 0.431
C -0.328 0.354 0.544
C 0.368 1.519 1.243
C 0.134 0.188 -0.900
C 1.690 -0.786 -0.882
C 0.311 -1.236 -1.296
O -0.147 -2.289 -0.474
H -2.356 -0.212 -0.058
H -2.273 0.754 1.425
H -2.019 1.521 -0.161
H -0.192 -0.555 1.148
H -0.063 1.693 2.235
H 0.271 2.437 0.653
H 1.438 1.317 1.381
H 1.502 0.402 -0.805
H 2.439 -0.765 -1.672
H 2.007 -1.204 0.070
H 0.197 -1.478 -2.356
H -1.108 -2.320 -0.554
*
```

---

Density functional theory data (wB97M-V/def2-TZVPD) for a cluster of 2 separate species, C2H3F3NO in total at a distorted geometry.

Summary:
relative energy (zero: lowest compared OMol25 entry of this formula, charge and spin) = 2.234 eV
gap between HOMO and LUMO = 0.243 Ha
E_HOMO = -2.2 eV
calculated total energy = -13809.486 eV
maximum force = 5.07 eV Å⁻¹

```
! wB97M-V def2-TZVPD RIJCOSX def2/J DEFGRID3
* xyz -1 1
C -0.011 -0.035 0.038
C 2.249 -0.354 0.041
N -0.668 -1.121 0.155
O -1.504 -1.565 -0.684
F 2.609 0.777 -0.660
F 2.819 -0.006 1.315
F 3.105 -1.316 -0.282
H -0.113 0.526 -0.850
H 0.456 0.424 1.047
H -0.456 -1.716 0.963
*
```

---

Density functional theory data (wB97M-V/def2-TZVPD) for an isolated molecule of CH3N3O3 at a distorted geometry.

Summary:
relative energy (zero: lowest compared OMol25 entry of this formula, charge and spin) = 1.531 eV
gap between HOMO and LUMO = 0.406 Ha
SMILES string = NC(=O)N[N+](=O)[O-]
E_HOMO = -10.7 eV
calculated total energy = -11694.353 eV
maximum force = 7.17 eV Å⁻¹

```
! wB97M-V def2-TZVPD RIJCOSX def2/J DEFGRID3
* xyz 0 1
C 1.201 -0.330 0.082
N 1.162 0.903 0.046
N -0.472 -0.891 -0.286
N -1.510 -0.134 0.001
O 1.879 -1.282 0.025
O -1.320 1.143 0.017
O -2.605 -0.575 0.157
H 0.315 1.546 0.008
H 1.999 1.473 0.160
H -0.650 -1.852 -0.210
*
```

---

Density functional theory data (wB97M-V/def2-TZVPD) for a structure of composition C30H38Cl2FN5OPbSSi.

Summary:
relative energy (zero: lowest compared OMol25 entry of this formula, charge and spin) = 0.000 eV
gap between HOMO and LUMO = 0.276 Ha
E_HOMO = -13.2 eV
calculated total energy = -92938.580 eV
maximum force = 0.31 eV Å⁻¹

```
! wB97M-V def2-TZVPD RIJCOSX def2/J DEFGRID3
* xyz 2 1
Pb -0.687 1.963 0.728
N -2.206 0.030 6.378
C -1.013 -0.468 7.097
C -0.560 -1.781 6.453
C 0.036 -1.572 5.065
N -1.060 -1.101 4.139
C 1.182 -0.570 5.087
C 0.819 0.768 5.732
N -0.020 1.542 4.794
C 0.119 0.560 7.077
H -3.020 -0.515 6.648
H -1.607 -0.377 4.663
H -2.409 0.986 6.650
H -1.250 -0.668 8.146
H -1.394 -2.489 6.411
H 0.205 -2.246 7.077
H 0.391 -2.518 4.659
H -1.683 -1.876 3.917
H -0.700 -0.716 3.252
H 1.562 -0.411 4.073
H 1.995 -1.031 5.652
H 1.752 1.299 5.942
H 0.581 1.940 4.079
H -0.427 2.338 5.275
H -0.243 1.520 7.457
H 0.875 0.225 7.791
Cl 0.172 -3.055 1.773
C -1.133 -2.441 0.811
C -1.947 -3.360 0.119
C -2.948 -2.919 -0.693
Cl -3.942 -4.053 -1.528
C -3.163 -1.525 -0.868
C -4.155 -0.977 -1.707
C -4.270 0.381 -1.835
C -3.377 1.202 -1.138
N -2.443 0.722 -0.341
C -2.329 -0.626 -0.170
C -1.307 -1.078 0.720
O -0.567 -0.197 1.381
H -1.765 -4.420 0.236
H -4.818 -1.642 -2.244
H -5.025 0.827 -2.465
H -3.431 2.279 -1.240
C 0.478 -0.008 -5.501
Si 1.409 1.544 -5.035
C 1.541 2.628 -6.543
C 3.106 1.321 -4.308
C 0.265 2.463 -3.786
C -0.565 3.463 -4.312
C -1.407 4.224 -3.520
C -1.443 3.954 -2.168
N -0.704 2.983 -1.633
C 0.130 2.276 -2.410
S 1.167 1.263 -1.340
H 1.106 -0.693 -6.074
H -0.368 0.272 -6.133
H 0.082 -0.549 -4.643
H 2.234 2.154 -7.242
H 1.944 3.617 -6.315
H 0.595 2.749 -7.074
H 3.730 0.752 -5.001
H 3.134 0.804 -3.352
H 3.570 2.302 -4.180
H -0.522 3.676 -5.373
H -2.011 5.017 -3.938
H -2.070 4.520 -1.488
F 5.477 -3.243 -3.400
C 4.384 -2.597 -2.986
C 4.491 -1.722 -1.920
C 3.357 -1.050 -1.502
C 2.136 -1.238 -2.145
C 0.903 -0.518 -1.662
C 2.059 -2.141 -3.197
C 3.185 -2.828 -3.629
H 5.449 -1.581 -1.438
H 3.436 -0.359 -0.670
H 0.629 -0.901 -0.679
H 0.043 -0.648 -2.316
H 1.114 -2.322 -3.692
H 3.143 -3.533 -4.448
*
```

---

Density functional theory data (wB97M-V/def2-TZVPD) for a cluster of 4 separate species, H8O4 in total at a distorted geometry.

Summary:
relative energy (zero: lowest compared OMol25 entry of this formula, charge and spin) = 1.252 eV
gap between HOMO and LUMO = 0.412 Ha
SMILES string = O.O.O.O
E_HOMO = -10.7 eV
calculated total energy = -8319.424 eV
maximum force = 2.13 eV Å⁻¹

```
! wB97M-V def2-TZVPD RIJCOSX def2/J DEFGRID3
* xyz 0 1
O 0.235 -1.577 -2.983
H 0.791 -2.232 -2.575
H -0.577 -1.844 -3.384
O 0.990 -0.825 -0.303
H 0.672 -0.803 -1.208
H 0.163 -0.672 0.182
O 0.035 1.750 2.952
H -0.524 1.378 3.633
H -0.208 1.188 2.216
O -0.692 0.936 0.733
H -1.078 1.733 0.414
H 0.193 0.968 0.322
*
```

---

Density functional theory data (wB97M-V/def2-TZVPD) for a structure of composition C20H52N3O27S5V2 at a distorted geometry.

Summary:
gap between HOMO and LUMO = 0.083 Ha
E_HOMO = -9.8 eV
calculated total energy = -186855.920 eV
maximum force = 5.44 eV Å⁻¹

```
! wB97M-V def2-TZVPD RIJCOSX def2/J DEFGRID3
* xyz 1 1
O 4.443 5.323 2.706
V 4.520 5.129 1.171
O 5.161 6.466 0.581
O 7.319 -3.097 0.587
V 7.044 -2.115 1.836
O 8.281 -2.399 2.845
C -0.259 -1.040 0.025
C 1.092 -0.491 0.521
O 1.921 -1.407 0.784
O 1.327 0.741 0.530
H -0.795 -1.510 0.849
H -0.125 -1.830 -0.715
H -0.910 -0.336 -0.493
O 3.154 3.351 -6.596
S 4.352 3.184 -5.822
O 4.539 3.332 -4.385
O 5.086 1.738 -6.309
C 4.978 0.580 -5.435
C 3.581 -0.026 -5.546
C 5.602 4.298 -6.594
H 5.221 0.810 -4.397
H 5.701 -0.215 -5.621
H 3.029 0.343 -6.410
H 2.944 0.191 -4.688
H 3.694 -1.109 -5.605
H 6.533 4.208 -6.034
H 5.169 5.289 -6.459
H 5.680 4.083 -7.659
O 3.513 -8.108 4.657
S 3.253 -7.396 3.407
O 4.034 -6.184 3.103
O 3.274 -8.447 2.093
C 3.535 -7.932 0.830
C 3.020 -8.912 -0.268
C 1.511 -6.899 3.404
H 4.618 -7.857 0.738
H 3.063 -6.956 0.724
H 3.644 -9.806 -0.254
H 3.036 -8.524 -1.286
H 2.035 -9.331 -0.060
H 1.361 -6.275 2.523
H 1.370 -6.327 4.321
H 0.908 -7.807 3.367
O 0.078 7.172 -1.503
S -0.995 7.554 -2.450
O -2.186 8.212 -1.967
O -0.372 8.418 -3.783
C -1.274 8.999 -4.770
C -0.926 8.560 -6.160
C -1.434 5.949 -3.264
H -1.310 10.076 -4.609
H -2.266 8.569 -4.629
H -0.956 7.486 -6.342
H 0.055 8.921 -6.470
H -1.572 9.037 -6.897
H -1.598 5.145 -2.547
H -0.570 5.651 -3.858
H -2.350 6.047 -3.847
O 4.896 0.216 6.303
S 4.033 0.381 7.481
O 3.440 -0.818 8.061
O 4.886 1.128 8.760
C 5.603 2.320 8.547
C 7.077 1.870 8.415
C 2.749 1.638 7.202
H 5.438 3.123 9.265
H 5.390 2.695 7.546
H 7.553 1.433 9.293
H 7.689 2.767 8.318
H 7.362 1.229 7.581
H 2.015 1.579 8.005
H 2.278 1.314 6.273
H 3.212 2.622 7.131
O -7.059 4.482 2.957
S -6.920 3.687 4.176
O -7.352 4.121 5.504
O -7.501 2.168 3.857
C -8.414 1.581 4.847
C -8.676 0.097 4.682
C -5.059 3.236 4.141
H -9.375 2.074 4.699
H -8.093 1.812 5.863
H -7.691 -0.368 4.646
H -9.134 -0.123 3.718
H -9.137 -0.389 5.543
H -4.637 4.083 3.600
H -4.850 2.304 3.616
H -4.768 3.132 5.186
C -3.543 -9.026 -1.946
N -3.834 -7.883 -1.025
O -5.038 -7.682 -0.816
O -2.870 -7.133 -0.707
H -4.479 -9.583 -1.999
H -2.852 -9.644 -1.372
H -3.132 -8.754 -2.918
C -2.812 -3.836 -8.124
N -2.819 -3.059 -6.852
O -3.322 -3.594 -5.891
O -2.368 -1.907 -6.899
H -1.845 -4.339 -8.100
H -2.605 -3.184 -8.973
H -3.672 -4.504 -8.179
C -7.352 -1.163 -1.184
N -7.726 0.269 -1.525
O -8.876 0.475 -1.858
O -6.882 1.161 -1.458
H -7.490 -1.813 -2.049
H -7.909 -1.591 -0.350
H -6.312 -1.132 -0.862
*
```

---

Density functional theory data (wB97M-V/def2-TZVPD) for a cluster of 2 separate species, C2H4ClN3O2 in total at a distorted geometry.

Summary:
relative energy (zero: lowest compared OMol25 entry of this formula, charge and spin) = 4.402 eV
gap between HOMO and LUMO = 0.376 Ha
SMILES string = Cl[C@H]1C=NN1.O=NO
E_HOMO = -10.3 eV
calculated total energy = -23221.113 eV
maximum force = 4.95 eV Å⁻¹

```
! wB97M-V def2-TZVPD RIJCOSX def2/J DEFGRID3
* xyz 0 1
C -0.526 -1.326 -0.010
C -1.453 -0.191 0.420
N -0.248 -0.755 -1.144
N -1.017 0.425 -0.836
N 2.266 0.910 0.828
O 3.175 1.395 1.404
O 2.357 0.859 -0.574
Cl -3.299 -0.512 0.402
H -0.041 -2.119 0.492
H -1.147 0.269 1.274
H 1.552 0.341 -0.765
H -1.619 0.706 -1.493
*
```

---

Density functional theory data (wB97M-V/def2-TZVPD) for a cluster of 2 separate species, C2H2BrI in total at a distorted geometry.

Summary:
relative energy (zero: lowest compared OMol25 entry of this formula, charge and spin) = 1.450 eV
gap between HOMO and LUMO = 0.384 Ha
SMILES string = C#CBr.I
E_HOMO = -9.9 eV
calculated total energy = -80246.728 eV
maximum force = 1.84 eV Å⁻¹

```
! wB97M-V def2-TZVPD RIJCOSX def2/J DEFGRID3
* xyz 0 1
C -0.016 0.837 -0.372
C 0.966 0.406 -0.951
Br 2.431 -0.098 -1.862
I -1.354 -1.102 2.260
H -0.862 0.933 0.281
H -1.164 -0.975 0.643
*
```

---

Density functional theory data (wB97M-V/def2-TZVPD) for an isolated molecule of C3H7NO2.

Summary:
relative energy (zero: lowest compared OMol25 entry of this formula, charge and spin) = 2.253 eV
gap between HOMO and LUMO = 0.325 Ha
SMILES string = CO/C(O)=C\N
E_HOMO = -8.1 eV
calculated total energy = -8808.276 eV
maximum force = 0.34 eV Å⁻¹

```
! wB97M-V def2-TZVPD RIJCOSX def2/J DEFGRID3
* xyz 0 1
C -1.855 -0.140 -0.910
O -0.737 0.450 -0.257
C 0.248 -0.372 0.153
O 0.032 -1.681 -0.148
C 1.350 0.069 0.775
N 1.724 1.438 0.910
H -2.512 0.689 -1.181
H -2.387 -0.827 -0.244
H -1.550 -0.683 -1.809
H 0.893 -2.116 -0.105
H 2.033 -0.678 1.178
H 1.589 1.926 0.030
H 1.171 1.926 1.608
*
```

---

Density functional theory data (wB97M-V/def2-TZVPD) for a structure of composition C7H19Ag3FO6P at a distorted geometry.

Summary:
relative energy (zero: lowest compared OMol25 entry of this formula, charge and spin) = 2.276 eV
gap between HOMO and LUMO (alpha / beta) = 0.178 / 0.107 Ha
E_HOMO (alpha / beta) = -17.3 / -17.3 eV
calculated total energy = -43821.600 eV
expectation value of S² = 0.75
maximum force = 5.06 eV Å⁻¹

```
! wB97M-V def2-TZVPD RIJCOSX def2/J DEFGRID3
* xyz 3 2
Ag 3.894 -3.490 0.711
Ag 4.041 0.011 -0.979
Ag 2.484 -2.455 -2.696
F 2.312 -1.910 -0.406
C -0.623 -2.382 1.245
O -1.207 -2.114 2.543
P -0.925 -0.765 3.444
O -1.426 -0.855 4.805
O 0.749 -0.569 3.368
C 1.515 -1.759 3.553
O -1.493 0.402 2.450
C -2.812 0.744 2.329
H 0.230 -1.717 1.105
H -1.371 -2.222 0.469
H -0.269 -3.413 1.238
H 2.133 -2.161 2.750
H 0.859 -2.619 3.689
H 2.129 -1.774 4.453
H -2.830 1.818 2.141
H -3.261 0.547 3.303
H -3.243 0.100 1.563
C 1.608 1.232 -3.941
O 2.052 1.058 -2.571
C 0.970 0.736 -1.720
C -0.246 1.745 -1.626
O -1.110 1.729 -2.772
C -2.248 2.644 -2.681
H 0.980 2.120 -4.020
H 0.961 0.428 -4.291
H 2.523 1.411 -4.506
H 1.439 0.657 -0.739
H 0.612 -0.279 -1.892
H 0.063 2.772 -1.429
H -0.889 1.536 -0.771
H -1.928 3.681 -2.779
H -2.825 2.586 -1.757
H -2.851 2.526 -3.581
*
```

---

Density functional theory data (wB97M-V/def2-TZVPD) for a cluster of 2 separate species, C7H12S in total at a distorted geometry.

Summary:
relative energy (zero: lowest compared OMol25 entry of this formula, charge and spin) = 3.006 eV
gap between HOMO and LUMO = 0.344 Ha
SMILES string = SC1=CCCC1.C=C
E_HOMO = -8.4 eV
calculated total energy = -18286.227 eV
maximum force = 4.33 eV Å⁻¹

```
! wB97M-V def2-TZVPD RIJCOSX def2/J DEFGRID3
* xyz 0 1
C 3.271 0.185 1.174
C 2.905 0.003 -0.084
C -1.804 -0.736 0.978
C -2.699 -0.106 -0.126
C -0.497 0.080 0.867
C -1.924 1.125 -0.712
C -0.557 1.021 -0.040
S 0.507 2.395 -0.342
H 2.705 0.579 1.909
H 4.265 0.002 1.528
H 1.956 0.459 -0.325
H -2.182 -0.660 1.919
H -1.650 -1.731 0.850
H -2.819 -0.770 -1.003
H -3.709 0.184 0.276
H 0.354 -0.149 1.473
H 3.680 -0.373 -0.897
H -1.785 0.999 -1.885
H -2.460 2.075 -0.341
H 1.511 2.206 0.523
*
```